3 unconnected molecules or ions with the total composition C35H70N5O2S2 at a distorted geometry, computed with wB97M-V/def2-TZVPD.

Calculated values
* E_LUMO: -3.3 eV
* gap between HOMO and LUMO: 6.700 eV
* DFT total energy: -70636.716 eV
* highest occupied orbital energy: -9.95 eV

```
! wB97M-V def2-TZVPD RIJCOSX def2/J DEFGRID3
* xyz 1 3
C 3.69 -3.93 -2.78
C 2.69 -2.78 -2.66
C 2.57 -2.01 -3.97
C 1.23 -1.31 -4.24
N 0.06 -1.61 -3.39
C -0.89 -0.77 -3.62
C -2.21 -0.90 -2.93
N -2.11 -1.87 -1.85
C -1.67 -1.28 -0.58
C -0.48 0.27 -4.59
C 1.10 0.21 -4.46
C 1.52 1.14 -3.32
C 2.96 1.66 -3.34
C 3.99 0.75 -2.64
S 5.25 1.75 -1.77
C 5.59 0.79 -0.31
S 7.15 0.59 0.09
N 4.49 0.32 0.38
C 4.81 -0.51 1.55
C 3.56 -1.10 2.22
C 3.47 1.35 0.67
C 2.10 1.04 0.02
H 3.61 -4.60 -1.93
H 4.72 -3.57 -2.82
H 3.49 -4.52 -3.67
H 3.01 -2.14 -1.84
H 1.75 -3.24 -2.36
H 2.73 -2.72 -4.78
H 3.36 -1.28 -4.03
H 0.92 -1.72 -5.21
H -0.07 -2.35 -2.71
H -2.53 0.09 -2.58
H -2.90 -1.27 -3.68
H -2.98 -2.38 -1.74
H -0.90 -0.54 -0.78
H -2.48 -0.79 -0.03
H -1.25 -2.05 0.07
H -0.86 1.23 -4.28
H -0.76 -0.03 -5.60
H 1.53 0.42 -5.43
H 1.27 0.71 -2.35
H 0.89 2.02 -3.42
H 3.28 1.91 -4.34
H 2.94 2.60 -2.78
H 3.51 0.07 -1.95
H 4.56 0.20 -3.39
H 5.42 0.02 2.28
H 5.43 -1.33 1.20
H 3.55 -0.79 3.26
H 2.63 -0.81 1.75
H 3.60 -2.18 2.23
H 3.80 2.30 0.29
H 3.35 1.47 1.74
H 2.13 0.04 -0.42
H 1.91 1.74 -0.78
H 1.29 1.05 0.74
C -4.21 6.89 -2.09
C -3.62 5.68 -2.83
C -4.70 4.63 -3.12
C -5.09 3.80 -1.90
C -3.85 3.17 -1.26
C -2.79 4.21 -0.89
N -2.48 5.09 -2.06
O -1.65 4.49 -2.86
C -3.28 5.02 0.33
C -1.51 3.52 -0.44
C -3.12 6.23 -4.16
H -4.48 6.70 -1.06
H -3.51 7.72 -2.10
H -5.12 7.22 -2.59
H -4.34 3.95 -3.90
H -5.58 5.13 -3.53
H -5.63 4.41 -1.17
H -5.78 3.01 -2.21
H -4.13 2.61 -0.37
H -3.42 2.45 -1.97
H -2.65 5.90 0.48
H -3.22 4.40 1.22
H -4.31 5.34 0.25
H -1.12 2.84 -1.20
H -1.70 2.93 0.46
H -0.74 4.25 -0.21
H -2.29 6.92 -4.02
H -3.93 6.78 -4.64
H -2.80 5.45 -4.85
C 1.10 -4.87 6.62
C 0.41 -3.51 6.39
C -1.04 -3.54 6.89
C -2.00 -4.28 5.96
C -1.91 -3.72 4.55
C -0.48 -3.75 3.99
N 0.48 -3.11 4.95
O 0.43 -1.83 4.85
C -0.09 -5.20 3.68
C -0.43 -3.02 2.65
C 1.19 -2.52 7.25
H 0.76 -5.66 5.96
H 2.18 -4.77 6.49
H 0.91 -5.21 7.64
H -1.40 -2.52 7.01
H -1.07 -3.99 7.88
H -1.79 -5.35 5.97
H -3.02 -4.17 6.33
H -2.56 -4.28 3.87
H -2.27 -2.68 4.55
H 0.98 -5.29 3.48
H -0.62 -5.54 2.79
H -0.35 -5.91 4.47
H -0.80 -2.00 2.72
H -1.07 -3.54 1.94
H 0.58 -2.99 2.24
H 2.21 -2.39 6.88
H 1.24 -2.90 8.27
H 0.72 -1.54 7.29
*
```

=====

4 unconnected molecules or ions with the total composition C35H73BFN6O2 at a distorted geometry, computed with wB97M-V/def2-TZVPD.

Calculated values
* E_LUMO: -2.8 eV
* gap between HOMO and LUMO: 6.676 eV
* DFT total energy: -53903.318 eV
* highest occupied orbital energy: -9.43 eV

```
! wB97M-V def2-TZVPD RIJCOSX def2/J DEFGRID3
* xyz 1 1
C -4.03 0.29 3.28
C -3.79 -0.57 2.05
C -3.10 0.23 0.95
O -3.23 -0.51 -0.27
C -2.31 -0.17 -1.26
N -2.02 -1.37 -2.09
C -0.58 -1.64 -2.35
C 0.13 -2.54 -1.32
B 1.25 -1.83 -0.43
C 2.02 -0.51 -0.80
O 1.57 -2.48 0.74
C 0.81 -3.76 -1.96
C 1.13 -4.89 -1.19
C 1.76 -5.99 -1.76
C 2.09 -6.01 -3.11
C 1.81 -4.88 -3.88
C 1.19 -3.78 -3.31
C -0.97 -3.02 -0.35
N -2.14 -3.54 -1.07
C -2.73 -2.47 -1.73
N -4.00 -2.58 -2.00
C -4.81 -1.63 -2.73
C -6.06 -1.29 -1.94
F -5.16 -2.24 -3.90
H -4.74 -0.21 3.93
H -4.45 1.26 3.01
H -3.11 0.47 3.83
H -3.11 -1.38 2.32
H -4.71 -0.98 1.64
H -3.57 1.20 0.82
H -2.05 0.36 1.22
H -2.71 0.63 -1.90
H -1.37 0.20 -0.84
H -0.11 -0.67 -2.42
H -0.54 -2.04 -3.35
H 1.91 -0.19 -1.83
H 1.64 0.29 -0.16
H 3.08 -0.59 -0.55
H 1.87 -1.83 1.38
H 0.92 -4.94 -0.14
H 1.99 -6.86 -1.16
H 2.56 -6.87 -3.56
H 2.08 -4.89 -4.92
H 1.00 -2.93 -3.95
H -1.28 -2.16 0.25
H -0.60 -3.74 0.37
H -1.80 -4.18 -1.79
H -4.47 -3.40 -1.65
H -4.24 -0.75 -2.99
H -6.87 -1.15 -2.65
H -6.32 -2.12 -1.29
H -5.90 -0.41 -1.33
C 7.56 -0.28 2.01
C 7.30 -0.87 0.64
N 6.54 0.01 -0.23
C 6.04 -0.64 -1.43
C 7.06 -1.15 -2.45
C 7.09 1.35 -0.41
C 8.51 1.47 -0.98
H 6.63 0.02 2.49
H 8.05 -1.02 2.65
H 8.23 0.59 1.97
H 6.73 -1.79 0.76
H 8.26 -1.16 0.19
H 5.35 0.05 -1.93
H 5.43 -1.49 -1.10
H 7.50 -0.34 -3.03
H 6.55 -1.81 -3.17
H 7.85 -1.73 -1.99
H 7.07 1.85 0.56
H 6.40 1.92 -1.04
H 9.20 0.77 -0.52
H 8.89 2.48 -0.79
H 8.53 1.32 -2.06
C -7.90 -1.30 3.05
C -8.61 -0.77 1.81
N -9.47 -1.75 1.18
C -9.92 -1.36 -0.14
C -10.82 -0.12 -0.27
C -10.48 -2.35 2.05
C -11.48 -1.41 2.74
H -7.35 -2.22 2.82
H -7.19 -0.55 3.41
H -8.59 -1.50 3.86
H -7.84 -0.49 1.08
H -9.14 0.15 2.07
H -10.42 -2.21 -0.61
H -9.02 -1.19 -0.75
H -11.83 -0.33 0.06
H -10.87 0.18 -1.32
H -10.43 0.73 0.29
H -9.96 -2.93 2.82
H -11.03 -3.10 1.46
H -10.99 -0.54 3.17
H -11.97 -1.94 3.55
H -12.26 -1.07 2.06
C 4.82 4.54 -0.54
C 4.86 5.71 0.43
N 5.70 5.46 1.58
C 5.53 6.43 2.65
C 5.92 7.89 2.37
C 7.07 5.08 1.28
C 7.92 6.05 0.44
H 4.53 3.62 -0.04
H 4.09 4.74 -1.33
H 5.78 4.38 -1.03
H 3.84 5.88 0.80
H 5.14 6.62 -0.11
H 6.08 6.08 3.53
H 4.48 6.41 2.94
H 7.00 8.03 2.36
H 5.53 8.53 3.17
H 5.51 8.25 1.43
H 7.05 4.12 0.77
H 7.59 4.88 2.23
H 7.37 6.44 -0.42
H 8.80 5.53 0.06
H 8.28 6.90 1.03
*
```